# 1
The following is a quantum chemistry calculation of C22H28ClN7O4S2Zr as an isolated structure in a non-equilibrium geometry, from the OMol25 dataset.

## Properties
largest force on an atom: 0.021 hartree/bohr
multiplicity: 1
lowest unoccupied orbital energy: -5.68 eV
frontier orbital gap: 0.2750 hartree
total charge: +2

Cartesian coordinates (Å):
Zr: -0.640 0.112 0.163
C: -2.531 1.798 -1.820
C: -2.135 0.504 -2.504
N: -2.031 -0.551 -1.460
C: -3.333 -1.071 -0.975
C: -3.542 -0.812 0.501
C: -4.521 -1.440 1.232
C: -4.630 -1.148 2.586
C: -3.756 -0.247 3.175
C: -2.795 0.342 2.383
C: -1.776 1.309 2.934
N: -0.784 1.707 1.905
C: -0.940 3.086 1.372
C: -1.933 3.081 0.229
N: -1.512 2.073 -0.774
N: -2.697 0.069 1.072
H: -3.492 1.684 -1.322
H: -2.615 2.619 -2.527
H: -1.159 0.617 -2.974
H: -2.852 0.233 -3.276
H: -1.485 -1.332 -1.862
H: -3.395 -2.142 -1.155
H: -4.151 -0.608 -1.526
H: -5.185 -2.154 0.759
H: -5.389 -1.637 3.186
H: -3.810 -0.015 4.231
H: -1.261 0.837 3.767
H: -2.286 2.187 3.331
H: 0.146 1.606 2.293
H: 0.034 3.417 1.020
H: -1.264 3.777 2.149
H: -2.015 4.073 -0.211
H: -2.921 2.790 0.586
H: -0.679 2.426 -1.246
Cl: -1.246 -2.989 3.817
C: 0.061 -3.026 2.587
C: -0.178 -1.866 1.663
O: 0.349 -0.726 1.895
O: -0.950 -1.969 0.662
H: -0.003 -3.968 2.056
H: 1.005 -2.920 3.105
N: 7.449 0.805 0.126
C: 6.137 0.725 -0.170
C: 5.207 0.307 0.812
C: 3.874 0.239 0.518
C: 3.441 0.580 -0.776
C: 4.344 0.982 -1.767
C: 5.678 1.047 -1.465
S: 1.778 0.566 -1.122
O: 1.063 1.320 -0.012
O: 1.494 1.109 -2.421
N: 1.046 -0.849 -0.888
C: 1.115 -1.789 -1.940
S: 2.603 -2.453 -2.497
C: 1.732 -3.411 -3.616
C: 0.406 -3.179 -3.487
N: 0.060 -2.245 -2.532
H: 7.789 0.600 1.048
H: 8.115 1.116 -0.558
H: 5.560 0.040 1.802
H: 3.160 -0.085 1.267
H: 3.987 1.233 -2.760
H: 6.389 1.350 -2.223
H: 2.237 -4.079 -4.298
H: -0.373 -3.656 -4.066

***

# 2
The following is a quantum chemistry calculation of one molecule with the formula C22H28F3N3O2, from the OMol25 dataset.

## Properties
largest force on an atom: 0.016 hartree/bohr
multiplicity: 1
lowest unoccupied orbital energy: 0.76 eV
energy above the lowest of the compared OMol25 structures with the same formula, charge and spin: 34.2 kcal per mole
frontier orbital gap: 0.3395 hartree
total charge: 0

Cartesian coordinates (Å):
C: -2.551 4.333 -0.460
C: -2.553 2.937 -1.063
H: -1.848 2.863 -1.898
H: -3.556 2.677 -1.420
O: -2.186 1.982 -0.072
C: -1.226 1.094 -0.382
O: -0.764 0.980 -1.496
C: -0.999 0.105 0.762
C: -1.080 0.861 2.093
H: -0.779 0.188 2.897
C: -0.141 2.075 2.008
N: 0.539 2.030 0.730
C: 1.353 0.830 0.626
C: 0.434 -0.405 0.607
H: 0.535 -0.931 -0.342
H: 0.679 -1.091 1.415
H: 2.070 0.777 1.461
H: 1.923 0.879 -0.300
C: 1.266 3.240 0.385
C: 1.335 3.426 -1.140
H: 1.010 2.503 -1.621
H: 0.656 4.217 -1.458
C: 2.747 3.783 -1.619
N: 3.683 2.735 -1.330
C: 3.867 1.587 -2.011
C: 4.803 0.855 -1.317
C: 5.120 1.654 -0.211
N: 4.433 2.781 -0.233
H: 5.812 1.457 0.583
H: 5.200 -0.107 -1.566
H: 3.337 1.379 -2.919
H: 2.738 3.965 -2.698
H: 3.101 4.681 -1.106
H: 2.285 3.211 0.801
H: 0.753 4.091 0.840
H: 0.576 2.074 2.846
H: -0.718 3.000 2.056
H: -2.104 1.182 2.279
C: -2.075 -1.007 0.733
C: -1.786 -2.118 -0.237
C: -1.897 -1.880 -1.604
C: -1.618 -2.863 -2.534
C: -1.231 -4.124 -2.116
C: -1.137 -4.395 -0.765
C: -1.411 -3.402 0.170
C: -1.343 -3.771 1.627
F: -0.495 -3.008 2.345
F: -0.944 -5.035 1.831
F: -2.540 -3.665 2.243
H: -0.852 -5.381 -0.431
H: -1.011 -4.898 -2.836
H: -1.706 -2.643 -3.587
H: -2.192 -0.899 -1.939
H: -3.029 -0.544 0.466
H: -2.177 -1.395 1.745
H: -2.867 5.055 -1.208
H: -3.233 4.375 0.385
H: -1.554 4.592 -0.116

***

# 3
The following is a quantum chemistry calculation of C22H28InN3O5 as an isolated structure in a non-equilibrium geometry, from the OMol25 dataset.

## Properties
largest force on an atom: 0.078 hartree/bohr
multiplicity: 1
lowest unoccupied orbital energy: 0.03 eV
energy above the lowest of the compared OMol25 structures with the same formula, charge and spin: 4.6 kcal per mole
frontier orbital gap: 0.3008 hartree
total charge: 0

Cartesian coordinates (Å):
In: -9.229 -10.948 -6.555
C: -8.342 -12.129 -4.044
C: -7.006 -12.082 -4.128
C: -6.647 -12.775 -5.345
C: -7.689 -13.151 -6.068
C: -8.860 -12.772 -5.249
C: -9.993 -13.826 -5.091
C: -7.823 -13.890 -7.388
C: -5.149 -12.980 -5.601
C: -5.967 -11.420 -3.290
C: -9.220 -11.659 -2.942
H: -9.559 -14.591 -4.330
H: -10.150 -14.335 -6.023
H: -10.829 -13.315 -4.607
H: -8.300 -14.848 -7.166
H: -6.915 -14.206 -7.947
H: -8.552 -13.346 -8.097
H: -4.615 -12.060 -5.705
H: -4.897 -13.605 -6.490
H: -4.641 -13.433 -4.807
H: -5.158 -12.130 -3.105
H: -6.359 -11.103 -2.256
H: -5.610 -10.547 -3.754
H: -10.272 -11.995 -3.025
H: -9.243 -10.570 -2.937
H: -8.840 -11.931 -1.992
O: -10.391 -7.151 -7.656
C: -9.789 -8.065 -7.122
O: -10.321 -9.139 -6.584
C: -8.228 -7.949 -7.018
C: -7.493 -8.444 -5.782
C: -6.087 -7.727 -5.624
C: -5.297 -8.559 -6.633
C: -6.385 -9.501 -7.263
O: -7.194 -9.796 -6.107
C: -7.334 -8.729 -8.138
C: -8.209 -9.589 -9.066
O: -8.323 -9.289 -10.229
O: -8.578 -10.730 -8.538
H: -8.186 -6.869 -7.121
H: -8.102 -8.300 -4.904
H: -5.819 -7.601 -4.607
H: -6.152 -6.684 -5.978
H: -4.570 -9.159 -6.065
H: -4.678 -7.944 -7.319
H: -6.045 -10.418 -7.687
H: -6.887 -7.955 -8.706
N: -13.151 -9.892 -10.307
C: -12.947 -10.635 -9.208
C: -11.608 -10.955 -8.883
N: -11.302 -11.531 -7.715
C: -12.356 -11.954 -6.963
C: -13.624 -11.765 -7.387
N: -13.958 -11.062 -8.497
H: -12.364 -9.352 -10.584
H: -14.066 -9.630 -10.575
H: -10.803 -10.651 -9.516
H: -12.289 -12.375 -5.964
H: -14.515 -12.178 -6.824

***

# 4
The following is a quantum chemistry calculation of one molecule with the formula C22H28N2O4S, from the OMol25 dataset.

## Properties
largest force on an atom: 0.017 hartree/bohr
multiplicity: 1
lowest unoccupied orbital energy: 0.57 eV
energy above the lowest of the compared OMol25 structures with the same formula, charge and spin: 49.6 kcal per mole
frontier orbital gap: 0.3005 hartree
total charge: 0

Cartesian coordinates (Å):
C: -6.905 -1.265 -0.736
C: -6.474 -0.394 0.440
N: -5.078 -0.570 0.778
C: -4.092 0.115 0.141
N: -2.810 -0.162 0.487
C: -2.506 -1.120 1.535
C: -1.079 -0.969 2.062
C: -0.118 -1.062 0.917
C: -0.504 -0.481 -0.282
C: 0.316 -0.602 -1.388
C: 1.555 -1.231 -1.317
C: 1.974 -1.763 -0.083
C: 1.109 -1.695 1.003
H: 1.400 -2.128 1.947
O: 3.218 -2.337 -0.002
C: 3.768 -2.564 1.274
H: 3.256 -3.377 1.799
H: 3.746 -1.656 1.883
H: 4.802 -2.855 1.095
O: 2.229 -1.253 -2.500
C: 3.583 -1.633 -2.566
H: 3.875 -1.464 -3.603
H: 4.204 -1.020 -1.909
H: 3.725 -2.686 -2.314
H: 0.031 -0.171 -2.334
C: -1.730 0.379 -0.325
H: -2.093 0.457 -1.357
C: -1.371 1.826 0.136
O: -0.221 2.322 -0.502
C: 1.024 1.997 -0.036
C: 2.059 2.043 -0.966
C: 3.358 1.733 -0.613
C: 3.655 1.367 0.694
C: 2.632 1.367 1.637
C: 1.338 1.685 1.283
H: 0.583 1.686 2.053
H: 2.873 1.114 2.658
O: 4.891 0.993 1.152
C: 5.965 0.994 0.246
H: 6.140 1.990 -0.173
H: 5.804 0.281 -0.571
H: 6.837 0.688 0.821
H: 4.125 1.773 -1.371
H: 1.823 2.314 -1.983
H: -1.289 1.859 1.226
H: -2.184 2.490 -0.169
H: -0.979 -0.008 2.571
H: -0.887 -1.753 2.796
H: -2.626 -2.147 1.155
H: -3.207 -0.964 2.362
S: -4.448 1.295 -0.967
H: -4.849 -1.480 1.149
H: -7.061 -0.635 1.331
H: -6.618 0.659 0.190
H: -7.959 -1.110 -0.946
H: -6.743 -2.319 -0.516
H: -6.331 -0.996 -1.619

***

Which E_tot belongs to each record? In order, -2842.78018, -1469.49115, -1585.73423, -1663.74710 Eh.